Entry from the Open Molecules 2025 dataset: a cluster of 18 separate species, CH37O18 in total at a distorted geometry (ωB97M-V with the def2-TZVPD basis set).

The geometry in XYZ format:
```
56
Properties=species:S:1:pos:R:3:forces:R:3
H -24.29189 -6.47843 -10.09264 -0.3 -0.9 0.5
H -21.00432 -9.51302 -10.03146 -1.1 0.6 0.0
O -18.99739 -6.20111 -7.01439 1.9 -0.3 0.4
H -22.54563 -5.99121 -5.98159 -1.4 0.6 -0.2
H -22.00094 -6.54596 -8.78687 -0.5 -0.2 0.2
H -17.88531 -6.85133 -10.27941 0.3 0.3 -0.2
O -22.85834 -3.40278 -9.10267 0.3 0.5 -0.6
H -19.01288 -3.92557 -10.91313 -0.8 1.1 0.1
O -21.85153 -5.99959 -5.32758 1.7 -1.1 0.3
O -20.43774 -8.49474 -6.88156 0.0 0.2 1.1
O -23.99502 -5.81918 -10.69413 -0.8 1.3 -0.6
H -20.79660 -3.37144 -9.43275 0.9 0.6 0.0
O -22.61821 -9.01180 -10.49470 0.2 -1.1 1.4
O -20.71115 -4.04075 -6.64971 -0.2 1.4 -2.3
H -19.87922 -2.08682 -9.66258 -0.2 -1.0 0.1
O -23.69086 -5.37058 -7.35154 -0.3 -0.9 -1.3
H -21.13566 -4.69955 -6.14302 -0.8 -1.6 1.2
H -18.23445 -5.07530 -10.67329 1.0 -1.0 0.9
H -20.14449 -3.58680 -6.06217 1.2 0.7 0.8
H -17.43870 -7.30376 -8.92671 0.5 1.6 -0.7
H -24.00818 -6.05980 -8.00997 0.6 1.2 1.3
H -23.24789 -4.71535 -7.94062 -0.3 -0.6 0.3
H -23.07434 -9.10153 -11.31691 -0.2 0.5 -0.8
O -17.73201 -4.00646 -8.37035 -1.1 0.3 0.1
H -18.65926 -3.66819 -8.58736 1.8 -0.9 0.4
H -23.04574 -2.94822 -9.92597 0.3 -0.8 -1.2
O -21.55121 -4.03920 -12.08648 0.2 2.0 0.2
H -21.98693 -5.50313 -4.53005 -0.9 0.2 0.2
H -19.41808 -7.05410 -7.04485 -0.7 -0.3 0.1
O -18.98945 -7.51480 -11.32167 1.1 -1.1 -0.4
H -20.99670 -5.24387 -9.30161 0.2 0.1 0.0
H -20.11226 -9.25866 -6.39936 0.0 0.0 0.0
H -21.34566 -4.82545 -11.59046 0.1 -1.3 0.1
H -20.81852 -7.42244 -13.45845 0.0 0.1 -0.1
O -18.51502 -4.55896 -11.40495 0.0 -0.1 -1.3
H -23.34754 -2.79809 -8.57068 -0.4 0.6 1.6
H -17.78159 -4.98529 -8.34572 0.0 0.7 -0.1
H -22.25977 -4.21163 -12.69362 -0.3 -0.6 -0.2
O -20.27892 -9.82420 -9.47250 0.4 -0.1 -0.1
O -19.86042 -3.05846 -9.51915 -1.5 1.1 -0.2
H -23.04062 -9.48846 -7.47207 0.2 -0.1 -0.1
O -17.25307 -6.56451 -9.57881 -0.3 -2.0 1.1
H -19.60490 -5.50487 -7.21516 -0.8 0.6 -0.1
H -20.63777 -8.80051 -7.75552 0.1 -0.6 -1.2
H -22.44204 -8.13582 -7.03927 0.3 -0.2 0.3
O -21.69880 -7.04142 -13.36105 0.0 -0.3 -0.5
O -23.21211 -8.54852 -7.43653 -0.8 0.4 -0.1
H -20.38783 -6.88960 -9.26832 1.6 -0.4 1.6
H -19.83945 -7.37212 -10.91977 -1.8 1.1 -0.2
H -23.02501 -5.87610 -10.71288 0.5 -0.6 -0.3
H -22.39887 -8.07869 -10.30705 0.0 0.4 -1.1
O -21.47589 -6.61996 -10.79986 -1.1 0.4 -0.7
H -21.67969 -6.76215 -12.42971 0.0 0.0 0.2
C -21.22022 -6.29442 -9.50315 0.1 0.4 0.4
H -20.02003 -10.56022 -10.02205 0.6 -0.6 0.2
H -18.83737 -8.41668 -11.02306 0.3 -0.3 -0.2
```
Forces are in eV/Å.

The calculation puts the total energy at -1414.656189 a.u. As for the frontier orbital gap: 8.193 eV. Its total charge is -1. The calculation puts the largest force on an atom at 2.74 eV/A. For the energy above the lowest of the compared OMol25 structures with the same formula, charge and spin, the calculation gives 28.2 kcal per mole.